A cluster of 2 separate species, C6H11NO in total, computed with the ωB97M-V functional and the def2-TZVPD basis.

Positions of all 19 atoms, in Å:
C: 0.050 0.729 0.519
C: -0.397 1.131 1.890
C: -0.110 -0.664 0.068
N: 0.700 1.573 -0.245
C: 0.449 -1.059 -1.240
C: -0.598 -1.598 0.900
C: 1.590 -1.723 -1.401
O: -1.363 1.431 -1.426
H: -1.934 1.103 -2.129
H: 0.772 2.510 0.136
H: 0.045 1.633 -1.232
H: -0.152 -0.772 -2.095
H: 0.102 0.540 2.660
H: -0.205 2.188 2.068
H: -1.470 0.964 1.980
H: -1.062 -1.357 1.844
H: -0.552 -2.643 0.629
H: 2.207 -1.961 -0.543
H: 1.929 -2.025 -2.382

HOMO-LUMO gap (alpha / beta) = 8.34 / 8.34 eV
ΔE to the lowest compared entry with this formula, charge and spin = 3.727 eV
E_HOMO (alpha / beta) = -0.3173 / -0.3173 Eh

---

A cluster of 2 separate species, C27H28BrF13I2N2O4P in total, computed with the ωB97M-V functional and the def2-TZVPD basis.

Positions of all 78 atoms, in Å:
C: -0.030 1.829 2.377
C: -0.407 1.016 1.190
N: 0.586 0.524 0.116
C: 0.905 1.437 -1.082
Br: -0.071 3.225 -1.054
C: 1.961 1.001 -2.298
C: 2.239 2.083 -3.527
I: 3.257 3.934 -2.805
C: 0.849 2.437 -4.387
C: -0.096 1.078 -4.447
I: 1.354 2.929 -6.503
C: 2.668 -0.514 -2.236
C: 3.712 -1.052 -3.392
C: 5.278 -1.184 -2.870
C: 5.576 -0.442 -1.439
C: 7.166 -0.605 -0.948
F: 8.043 0.486 -1.433
F: 7.116 -0.461 0.553
C: 7.788 -2.094 -1.238
F: 8.985 -2.321 -0.346
F: 8.291 -2.281 -2.637
F: 6.812 -3.174 -0.842
C: 2.248 -1.459 -0.920
P: 2.924 -3.231 -0.610
N: 1.670 -4.253 -0.278
O: 4.034 -3.091 0.756
O: 3.763 -3.936 -1.962
C: 1.209 -0.881 0.257
C: 0.781 -1.718 1.604
O: -0.646 -2.182 1.567
C: -1.282 -1.955 2.895
C: -0.580 -2.542 4.292
C: -1.210 -2.283 5.787
C: -2.611 -1.408 6.015
C: -3.358 -0.853 4.632
C: -2.699 -1.127 3.119
H: 1.065 2.239 2.489
H: -0.878 2.061 3.181
H: -1.541 0.736 0.977
H: 2.988 1.654 -4.352
H: 0.286 3.379 -3.969
H: -0.667 0.920 -3.422
H: 0.649 0.182 -4.666
H: -0.869 1.097 -5.337
H: 3.276 -2.104 -3.753
H: 3.750 -0.385 -4.360
H: 5.572 -2.316 -2.918
H: 5.968 -0.637 -3.676
H: 5.423 0.728 -1.579
H: 4.935 -0.818 -0.536
H: 1.871 -4.592 0.711
H: 4.496 -3.980 0.773
H: 3.047 -4.041 -2.683
H: 1.470 -2.665 1.821
H: 0.957 -1.004 2.545
H: 0.427 -3.135 4.207
H: -0.625 -2.721 6.715
H: -3.016 -1.213 7.100
H: -4.358 -0.242 4.799
H: -3.311 -0.686 2.221
C: -6.253 1.116 -0.082
C: -5.416 1.107 1.205
C: -6.215 1.158 2.506
F: -6.997 2.257 2.595
F: -5.376 1.202 3.579
F: -4.494 2.102 1.141
F: -4.691 -0.059 1.206
O: -6.456 2.390 -0.706
C: -7.492 3.188 -0.139
C: -6.966 4.436 0.584
F: -6.028 4.139 1.516
F: -7.967 5.087 1.236
F: -8.264 2.406 0.652
F: -8.286 3.564 -1.178
H: -5.686 0.542 -0.824
H: -7.193 0.565 0.030
H: -6.843 0.274 2.617
H: -6.517 5.137 -0.127

HOMO-LUMO gap = 5.63 eV
E_HOMO = -0.3926 Eh
net charge = +1

---

A cluster of 9 separate species, C9H27N9O18 in total, computed with the ωB97M-V functional and the def2-TZVPD basis.

Positions of all 63 atoms, in Å:
C: 2.099 -3.401 -2.974
N: 3.448 -2.696 -2.525
O: 3.709 -1.575 -2.917
O: 4.108 -3.366 -1.727
H: 2.269 -3.708 -3.984
H: 1.244 -2.752 -2.745
H: 2.027 -4.310 -2.403
C: -4.411 0.587 0.993
N: -3.320 0.373 0.036
O: -3.650 0.561 -1.114
O: -2.237 0.066 0.417
H: -4.420 -0.375 1.570
H: -5.302 0.546 0.396
H: -4.258 1.500 1.558
C: 0.612 -1.293 3.763
N: -0.079 -2.506 3.269
O: 0.571 -3.312 2.666
O: -1.331 -2.420 3.379
H: 0.147 -1.052 4.685
H: 0.482 -0.495 3.039
H: 1.680 -1.569 3.935
C: -2.852 -4.345 0.682
N: -1.460 -4.579 0.283
O: -0.819 -5.027 1.193
O: -1.027 -4.199 -0.775
H: -3.338 -5.297 1.114
H: -3.358 -3.876 -0.158
H: -2.765 -3.593 1.470
C: -2.178 4.145 -0.578
N: -1.292 5.345 -0.948
O: -1.082 6.213 -0.123
O: -0.804 5.284 -2.094
H: -2.284 4.123 0.444
H: -1.649 3.221 -0.840
H: -3.125 4.303 -1.075
C: -1.369 -1.460 -2.160
N: -1.997 -2.577 -2.896
O: -3.058 -2.983 -2.469
O: -1.413 -2.942 -3.905
H: -1.176 -1.851 -1.095
H: -2.163 -0.689 -2.069
H: -0.433 -1.068 -2.614
C: 3.595 -0.537 0.890
N: 2.411 -0.100 0.141
O: 1.359 -0.695 0.296
O: 2.529 0.760 -0.715
H: 4.106 -1.253 0.153
H: 3.269 -1.106 1.727
H: 4.222 0.312 1.233
C: 1.953 3.296 -2.392
N: 0.869 2.812 -1.524
O: 0.996 2.981 -0.359
O: -0.061 2.185 -2.007
H: 1.976 4.361 -2.275
H: 1.588 3.055 -3.358
H: 2.794 2.752 -2.077
C: 1.622 3.836 3.097
N: 2.671 3.010 2.458
O: 2.547 1.793 2.505
O: 3.586 3.600 1.937
H: 1.005 3.073 3.593
H: 1.196 4.337 2.202
H: 2.022 4.575 3.772

HOMO-LUMO gap = 10.67 eV
ΔE to the lowest compared entry with this formula, charge and spin = 1.531 eV
E_HOMO = -0.3944 Eh

---

The molecule C3H6OS4, computed with the ωB97M-V functional and the def2-TZVPD basis.

Positions of all 14 atoms, in Å:
C: -0.810 0.238 -1.241
C: -0.343 -0.078 1.250
C: 0.450 0.265 0.030
O: -1.289 -1.039 -1.362
S: -0.461 1.249 -2.763
S: -2.041 1.643 -1.415
S: 0.789 0.549 2.588
S: 1.548 -1.016 -0.646
H: -1.139 0.632 1.642
H: -0.678 -1.102 1.231
H: 0.749 1.253 0.045
H: -1.077 -1.507 -2.171
H: 1.577 -0.476 2.960
H: 2.725 -0.612 -0.147

HOMO-LUMO gap = 8.37 eV
ΔE to the lowest compared entry with this formula, charge and spin = 1.355 eV
E_HOMO = -0.3137 Eh